Model a:
Here is C3H2O3 as an isolated structure from the OMol25 dataset. Energies are from wB97M-V/def2-TZVPD.

Output
2S+1	1
HOMO level	-9.5067	eV
Kohn-Sham gap	9.738	eV

Each line ends with the natural charge from an NBO analysis.
CARTESIAN COORDINATES (ANGSTROEM)
1 O -0.6349 1.6427 -0.2020  -0.48
2 H 1.7239 -1.0977 -0.1752  0.17
3 C -0.1196 0.4368 -0.7053  0.27
4 O 2.4247 0.8392 0.1526  -0.43
5 C -0.9921 0.4116 0.3883  0.22
6 H -0.8283 0.1351 1.3724  0.21
7 C 1.6887 0.0250 -0.2182  0.49
8 O -1.4030 -0.1118 -0.8596  -0.44



Model b:
Here is one molecule with the formula C3H2O3 from the OMol25 dataset. Energies are from wB97M-V/def2-TZVPD.

Output
SMILES string	O=CC(=O)C=O
2S+1	1
HOMO level	-9.9784	eV
Kohn-Sham gap	8.660	eV

Each line ends with the natural charge from an NBO analysis.
CARTESIAN COORDINATES (ANGSTROEM)
1 O 0.3840 1.7394 -0.2348  -0.41
2 C -1.2520 0.0597 0.2164  0.33
3 H -1.4073 -0.0802 1.2554  0.13
4 O 2.2832 -0.1110 -0.3369  -0.41
5 H 0.8081 -1.5337 0.0173  0.14
6 C 0.1313 0.5892 -0.1205  0.38
7 O -2.1075 -0.1447 -0.6329  -0.46
8 C 1.1602 -0.5188 -0.1640  0.30



Model c:
Here is a 2-piece molecular cluster, C3H2O3 overall from the OMol25 dataset. Energies are from wB97M-V/def2-TZVPD.

Output
2S+1	1
HOMO level	-10.1001	eV
Kohn-Sham gap	10.574	eV

Each line ends with the natural charge from an NBO analysis.
CARTESIAN COORDINATES (ANGSTROEM)
1 C 0.3290 -0.1211 -1.7604  0.32
2 O -0.6041 1.9702 1.6297  -0.50
3 C 0.3577 1.3786 1.5241  1.02
4 C -0.2313 -1.1519 -0.8682  -0.27
5 O -0.5162 0.2532 -0.8715  -0.43
6 H -0.9330 -1.8203 -1.1008  0.19
7 H 0.2585 -1.3348 0.0326  0.19
8 O 1.3395 0.8261 1.4144  -0.52



Model d:
Here is one molecule with the formula C3H2O3 from the OMol25 dataset. Energies are from wB97M-V/def2-TZVPD.

Output
SMILES string	O=CC(=O)C=O
2S+1	1
HOMO level	-10.0785	eV
Kohn-Sham gap	8.799	eV

Each line ends with the natural charge from an NBO analysis.
CARTESIAN COORDINATES (ANGSTROEM)
1 O -1.5467 1.1652 -0.3745  -0.44
2 O 1.5259 -0.3142 -0.8385  -0.45
3 C -0.3825 1.0950 -0.6680  0.34
4 C 0.0138 -1.0156 0.8619  0.35
5 H 0.0904 -2.1004 0.6593  0.14
6 H 0.1407 1.8412 -1.2976  0.14
7 C 0.4825 -0.1005 -0.2698  0.38
8 O -0.3242 -0.5708 1.9273  -0.45



Which structure is most stable, and how do the rest compare? From most to least stable: model d, model b, model c, model a.



Model a:
Here is a 2-piece molecular cluster, CH5NP2 overall from the OMol25 dataset. Energies are from wB97M-V/def2-TZVPD.

Output
2S+1	1
HOMO level	-7.8834	eV
Kohn-Sham gap	7.763	eV

Each line ends with the natural charge from an NBO analysis.
CARTESIAN COORDINATES (ANGSTROEM)
1 N 0.4378 1.8657 -0.2324  -0.64
2 C 0.3721 0.6757 -0.3419  0.02
3 H -1.2379 -1.4471 -0.5016  -0.05
4 P 1.4708 -0.7133 -0.4984  0.30
5 H 2.4865 -0.4522 0.6730  0.01
6 P -1.9721 -0.2986 -0.3454  -0.01
7 H -0.2777 2.4947 -0.0703  0.39
8 H 0.7509 -1.6292 0.3235  0.01
9 H -2.0302 -0.4957 0.9935  -0.04



Model b:
Here is one molecule with the formula CH5NP2 from the OMol25 dataset. Energies are from wB97M-V/def2-TZVPD.

Output
SMILES string	[H]/P=N/PC
2S+1	1
HOMO level	-8.7589	eV
Kohn-Sham gap	8.192	eV

Each line ends with the natural charge from an NBO analysis.
CARTESIAN COORDINATES (ANGSTROEM)
1 P -0.5892 -0.0474 -0.9327  0.80
2 H 1.6623 0.8306 -0.6984  0.23
3 H 1.6543 -0.6674 -1.6472  0.23
4 H -0.8591 -1.4246 -0.7885  -0.09
5 P -2.1125 0.3794 1.5673  0.80
6 H 1.5161 -0.7332 0.1300  0.23
7 N -0.8880 0.5292 0.6003  -1.18
8 C 1.2480 -0.1750 -0.7658  -0.92
9 H -1.6320 1.3083 2.5350  -0.10



Model c:
Here is a 2-piece molecular cluster, CH5NP2 overall from the OMol25 dataset. Energies are from wB97M-V/def2-TZVPD.

Output
2S+1	1
HOMO level (alpha / beta)	-7.2516 / -7.2435	eV
Kohn-Sham gap (alpha / beta)	6.502 / 6.483	eV

Each line ends with the natural charge from an NBO analysis.
CARTESIAN COORDINATES (ANGSTROEM)
1 P 1.3881 -3.5921 -1.6941  0.41
2 H -0.6468 0.0254 0.4084  0.22
3 H 0.4073 0.7764 -0.7629  0.19
4 H 0.6423 -4.7457 -2.0390  -0.06
5 N 0.4519 -2.3991 -2.2443  -1.16
6 P -0.1401 -1.0670 -2.5006  0.81
7 H 0.4245 1.3501 0.9883  0.22
8 H 1.2037 -0.2478 0.5597  0.22
9 C 0.3495 0.4876 0.3351  -0.86



Which structure is most stable, and how do the rest compare? From most to least stable: model b, model c, model a.



Model a:
Here is a 2-piece molecular cluster, CH5NP2 overall from the OMol25 dataset. Energies are from wB97M-V/def2-TZVPD.

Output
2S+1	1
HOMO level (alpha / beta)	-8.3133 / -7.3995	eV
Kohn-Sham gap (alpha / beta)	7.393 / 6.554	eV

Each line ends with the natural charge from an NBO analysis.
CARTESIAN COORDINATES (ANGSTROEM)
1 H 0.5387 1.6571 1.6493  0.17
2 H 1.2091 2.4445 0.2688  0.17
3 P -1.8497 -1.9033 -0.5456  0.75
4 H 1.6036 -1.3143 0.0777  -0.03
5 N -0.3293 -1.5684 -0.7751  -1.22
6 C 0.3719 2.0376 0.7506  -0.59
7 H -1.6497 -3.3418 -0.8985  -0.09
8 H -0.6117 2.3434 0.2471  0.20
9 P 0.7170 -0.3549 -0.7742  0.65



Model b:
Here is a 2-piece molecular cluster, CH5NP2 overall from the OMol25 dataset. Energies are from wB97M-V/def2-TZVPD.

Output
2S+1	1
HOMO level (alpha / beta)	-7.6198 / -8.3449	eV
Kohn-Sham gap (alpha / beta)	6.776 / 8.196	eV

Each line ends with the natural charge from an NBO analysis.
CARTESIAN COORDINATES (ANGSTROEM)
1 P 0.0444 0.6229 1.5010  0.33
2 H 2.0326 -0.5965 -1.5750  -0.05
3 N -1.1751 1.9156 -0.6490  -0.64
4 H -0.9549 1.1623 2.3235  -0.02
5 H -0.4902 -0.6625 1.5513  0.00
6 C -0.6362 0.9934 -0.0671  0.03
7 P 0.8033 -1.2066 -1.7984  0.00
8 H 0.9608 -1.9968 -0.6629  -0.05
9 H -1.3628 1.9394 -1.6420  0.39



Which structure is most stable, and how do the rest compare? From most to least stable: model b, model a.



Model a:
Here is a 2-piece molecular cluster, C2H3F3N2 overall from the OMol25 dataset. Energies are from wB97M-V/def2-TZVPD.

Output
2S+1	1
HOMO level (alpha / beta)	-8.9904 / -8.9894	eV
Kohn-Sham gap (alpha / beta)	9.416 / 9.414	eV

Each line ends with the natural charge from an NBO analysis.
CARTESIAN COORDINATES (ANGSTROEM)
1 H -0.7643 -1.3706 0.6321  0.19
2 F 1.7750 -1.2315 -0.1760  -0.31
3 F 1.4219 0.2974 1.3409  -0.31
4 H -2.1978 -0.8866 -0.6121  0.20
5 H -1.6802 1.5828 -0.1210  0.36
6 N -1.0854 0.9138 0.3414  -0.45
7 C -1.2355 -0.4886 -0.0968  -0.14
8 N -0.3717 0.4146 -0.7426  -0.29
9 C 1.6076 0.0377 0.0261  1.05
10 F 2.5305 0.7310 -0.5918  -0.29



Model b:
Here is C2H3F3N2 as an isolated structure from the OMol25 dataset. Energies are from wB97M-V/def2-TZVPD.

Output
2S+1	1
HOMO level	-10.6578	eV
Kohn-Sham gap	10.858	eV

Each line ends with the natural charge from an NBO analysis.
CARTESIAN COORDINATES (ANGSTROEM)
1 F -3.3751 0.3301 -1.2733  -0.32
2 N -2.1857 -0.9894 0.1589  -0.52
3 H 1.1221 0.1525 -0.4168  0.35
4 C -3.1897 -0.0176 0.0133  1.06
5 H 0.1923 1.4556 0.0329  0.36
6 N 0.5535 0.5497 0.3230  -0.81
7 F -4.3496 -0.4962 0.4551  -0.31
8 H -0.2861 -1.5681 0.3357  0.16
9 F -2.9590 1.1302 0.6760  -0.33
10 C -0.9104 -0.6914 0.2380  0.35



Which structure is most stable, and how do the rest compare? From most to least stable: model b, model a.



Model a:
Here is one molecule with the formula C3H5Cl2F from the OMol25 dataset. Energies are from wB97M-V/def2-TZVPD.

Output
SMILES string	FC(CCl)CCl
2S+1	1
HOMO level	-10.6607	eV
Kohn-Sham gap	11.601	eV

Each line ends with the natural charge from an NBO analysis.
CARTESIAN COORDINATES (ANGSTROEM)
1 H -0.5505 -1.8474 -1.0697  0.23
2 Cl 1.6575 -1.3658 -0.8916  -0.07
3 C -0.5339 0.1404 -0.2607  0.19
4 F -1.7536 0.0364 0.2320  -0.34
5 Cl 0.5660 2.7349 -0.0273  -0.05
6 H -0.2418 -1.7768 0.6922  0.23
7 C 0.3431 1.1073 0.6354  -0.43
8 H -0.1166 1.1915 1.6244  0.23
9 H 1.2899 0.5943 0.5880  0.23
10 H -0.6322 0.5124 -1.2525  0.17
11 C -0.0279 -1.3272 -0.2701  -0.40



Model b:
Here is one molecule with the formula C3H5Cl2F from the OMol25 dataset. Energies are from wB97M-V/def2-TZVPD.

Output
SMILES string	FC[C@H](Cl)CCl
2S+1	1
HOMO level	-10.7844	eV
Kohn-Sham gap	11.639	eV

Each line ends with the natural charge from an NBO analysis.
CARTESIAN COORDINATES (ANGSTROEM)
1 Cl -1.4162 -2.1719 -0.6351  -0.05
2 H -0.7783 -1.0099 1.2017  0.22
3 C -0.9734 -0.7083 0.2150  -0.40
4 C 0.8358 0.9310 0.4037  0.03
5 H 1.6760 1.4749 -0.0708  0.18
6 H -1.7895 -0.0185 0.1381  0.24
7 C 0.3051 -0.2134 -0.4319  -0.21
8 Cl -0.0088 0.2984 -2.1676  -0.08
9 F -0.1457 1.8163 0.5842  -0.34
10 H 0.9910 -0.9882 -0.5695  0.23
11 H 1.3041 0.5897 1.3322  0.17



Which structure is most stable, and how do the rest compare? From most to least stable: model b, model a.



Model a:
Here is one molecule with the formula C5H14N2 from the OMol25 dataset. Energies are from wB97M-V/def2-TZVPD.

Output
SMILES string	CC(C)NCCN
2S+1	1
HOMO level	-8.7595	eV
Kohn-Sham gap	9.837	eV

Each line ends with the natural charge from an NBO analysis.
CARTESIAN COORDINATES (ANGSTROEM)
1 C 1.9673 0.0365 -1.1196  -0.22
2 H 1.1655 0.3121 0.7650  0.20
3 C 0.7869 0.4906 -0.2472  -0.24
4 H 0.6513 1.5850 -0.3397  0.16
5 H -0.8204 1.4181 1.5515  0.21
6 C -1.3863 -0.3388 0.5630  -0.04
7 C -1.7685 0.9758 1.2690  -0.63
8 H 1.4821 0.9846 -2.8176  0.34
9 H 2.1899 -0.9554 -0.7150  0.19
10 H 2.8305 0.6785 -0.9393  0.16
11 H -0.1745 -1.0207 2.3511  0.20
12 H -1.5030 -2.1836 1.8206  0.22
13 H 2.4094 -0.2708 -3.0884  0.35
14 N -0.4343 -0.2125 -0.5810  -0.61
15 H -2.4466 0.7366 2.0846  0.22
16 H -0.1515 -2.0091 0.9257  0.22
17 N 1.6012 0.0202 -2.5424  -0.82
18 C -0.8055 -1.3868 1.5439  -0.65
19 H -2.2868 -0.8189 0.1692  0.19
20 H -0.9479 0.3823 -1.2268  0.35
21 H -2.3586 1.5762 0.5733  0.20



Model b:
Here is a 3-piece molecular cluster, C5H14N2 overall from the OMol25 dataset. Energies are from wB97M-V/def2-TZVPD.

Output
SMILES string	[H]/N=C\C.C=C.CN
2S+1	1
HOMO level	-8.4744	eV
Kohn-Sham gap	9.433	eV

Each line ends with the natural charge from an NBO analysis.
CARTESIAN COORDINATES (ANGSTROEM)
1 H 2.3621 -0.3014 -0.9550  0.19
2 H 1.3551 0.6539 1.6236  0.38
3 H 2.9662 0.4749 1.3003  0.35
4 H 1.7995 -1.4248 0.2987  0.16
5 H -1.8891 -2.4521 1.0114  0.21
6 C 0.3900 1.3943 -1.6655  -0.30
7 H 1.2577 1.8999 -1.2764  0.21
8 H 0.5163 0.7772 -2.5433  0.19
9 C -1.0001 -0.4942 0.7819  0.11
10 H -0.9792 -1.0057 2.6322  0.33
11 N -0.7886 -0.2235 1.9997  -0.66
12 H -1.1824 -2.1208 -0.5866  0.22
13 C -0.8537 1.6219 -1.1374  -0.54
14 C -1.7424 -1.6880 0.2450  -0.70
15 N 2.0539 0.6328 0.8858  -0.87
16 H -1.0422 0.5104 -0.0598  0.22
17 H 0.4833 -0.3942 -0.0828  0.22
18 H -1.7275 1.4325 -1.7522  0.22
19 C 1.7224 -0.3924 -0.0774  -0.40
20 H -0.9906 2.4787 -0.4882  0.22
21 H -2.7106 -1.3795 -0.1540  0.23



Model c:
Here is one molecule with the formula C5H14N2 from the OMol25 dataset. Energies are from wB97M-V/def2-TZVPD.

Output
SMILES string	CN[C@@H](C)CCN
2S+1	1
HOMO level	-8.2044	eV
Kohn-Sham gap	9.193	eV

Each line ends with the natural charge from an NBO analysis.
CARTESIAN COORDINATES (ANGSTROEM)
1 N -0.6112 -0.2955 0.8348  -0.67
2 C -0.0169 0.8907 0.0127  -0.04
3 C 0.9163 -0.8164 -1.5228  -0.25
4 H 0.0583 -0.6770 -2.2843  0.20
5 H -2.6501 -0.1708 0.3550  0.20
6 H 0.2140 3.1253 0.0055  0.21
7 C -2.0478 -0.2250 1.2710  -0.41
8 H 1.7946 -1.1447 -2.1374  0.20
9 H 2.1214 0.3723 0.0169  0.21
10 H 1.3261 -2.4280 -0.3099  0.33
11 C 1.2797 0.3911 -0.7149  -0.43
12 C 0.0596 2.1956 0.7898  -0.62
13 H -0.2938 -2.0009 -0.2437  0.39
14 N 0.5543 -2.1943 -0.8721  -0.85
15 H 1.5933 1.2296 -1.5024  0.21
16 H -0.0171 -0.4875 1.7013  0.35
17 H -0.8206 2.4073 1.2969  0.21
18 H -0.6601 0.9620 -0.8835  0.18
19 H 0.9521 2.1097 1.4077  0.21
20 H -2.2548 -1.1379 1.9159  0.21
21 H -2.1108 0.6539 1.9088  0.17



Which structure is most stable, and how do the rest compare? From most to least stable: model a, model c, model b.